(1)
Molecular formula: C16H42CoO6
Method: DFT, the ωB97M-V functional and the def2-TZVPD basis

Summary:
multiplicity	4
energy relative to the best compared isomer or geometry (same formula, charge and spin)	70.5	kcal per mole
<S²>	3.76

Last column: Löwdin charge in e.
Positions of all 65 atoms, in Å:
Co 26.58 12.33 21.68  0.86
C 24.84 12.33 25.11  -0.09
C 26.34 12.53 24.96  -0.44
O 26.87 12.39 23.70  -0.35
H 24.46 11.31 25.02  0.06
H 24.33 12.84 24.29  0.06
H 24.38 12.66 26.04  0.07
H 26.88 11.96 25.72  0.10
H 26.55 13.56 25.25  0.09
C 23.05 10.94 20.65  -0.11
C 23.81 11.98 19.82  -0.44
O 25.15 12.21 20.14  -0.34
H 22.03 10.76 20.30  0.07
H 23.05 11.00 21.73  0.06
H 23.69 10.07 20.46  0.05
H 23.20 12.85 20.08  0.07
H 23.55 11.87 18.76  0.09
C 24.43 15.75 21.89  -0.04
C 25.73 15.53 21.16  -0.53
C 26.63 16.72 21.31  -0.04
O 26.34 14.56 21.85  -0.10
H 23.88 14.84 22.09  0.08
H 23.76 16.46 21.40  0.08
H 24.68 16.26 22.83  0.08
H 25.40 15.22 20.17  0.15
H 26.09 17.59 20.93  0.09
H 27.50 16.68 20.65  0.09
H 26.86 16.93 22.36  0.09
H 26.85 15.03 22.51  0.05
C 27.68 7.92 21.37  -0.05
C 26.72 8.81 22.08  -0.50
C 27.13 8.99 23.56  -0.04
O 26.61 10.02 21.42  -0.09
H 28.08 7.27 22.15  0.08
H 28.53 8.45 20.93  0.09
H 27.11 7.29 20.68  0.08
H 25.70 8.43 22.07  0.14
H 26.45 9.68 24.05  0.06
H 28.13 9.35 23.78  0.09
H 26.88 8.06 24.07  0.08
H 26.42 9.86 20.50  0.10
C 30.16 12.17 21.89  0.00
C 29.51 13.23 20.81  -0.29
C 30.18 12.98 19.41  -0.06
O 28.15 12.76 20.48  -0.14
H 30.04 12.56 22.91  0.04
H 31.23 12.15 21.69  0.07
H 29.86 11.13 21.85  0.07
H 29.55 14.31 21.00  0.13
H 29.76 13.57 18.59  0.08
H 30.08 11.92 19.17  0.09
H 31.25 13.15 19.47  0.08
H 28.10 12.76 19.52  0.09
C 30.06 16.49 24.06  -0.07
C 29.74 15.03 24.04  -0.40
C 29.78 14.49 25.52  -0.04
O 28.36 14.80 23.48  -0.10
H 29.32 17.25 24.28  0.09
H 30.28 16.71 23.02  0.07
H 31.02 16.61 24.56  0.09
H 30.44 14.42 23.48  0.10
H 29.23 15.23 26.11  0.08
H 30.77 14.30 25.93  0.07
H 29.41 13.47 25.61  0.07
H 28.05 13.91 23.66  0.02

(2)
Molecular formula: C31H23BeCl2N3O4P2
Method: DFT, the ωB97M-V functional and the def2-TZVPD basis

Summary:
energy relative to the best compared isomer or geometry (same formula, charge and spin)	10.3	kcal per mole

Last column: Löwdin charge in e.
Positions of all 66 atoms, in Å:
Be -0.73 1.83 -0.45  -0.06
O 0.58 1.79 0.59  -0.24
P 1.19 0.48 1.00  0.82
C 0.92 -0.84 -0.23  -0.26
P -0.87 -0.90 -0.61  0.82
O -1.55 0.38 -0.21  -0.26
C -1.54 -2.25 0.37  -0.26
C -2.73 -2.01 1.07  -0.06
C -3.33 -3.05 1.77  -0.06
C -2.75 -4.31 1.77  -0.07
C -1.57 -4.54 1.08  -0.07
C -0.97 -3.52 0.38  -0.08
C -1.05 -1.33 -2.34  -0.28
C -2.02 -0.67 -3.09  -0.06
C -2.18 -1.00 -4.43  -0.05
C -1.38 -1.98 -5.00  -0.06
C -0.43 -2.65 -4.24  -0.06
C -0.26 -2.32 -2.91  -0.08
C 0.48 -0.08 2.56  -0.26
C 1.18 -0.94 3.39  -0.07
C 0.64 -1.31 4.61  -0.07
C -0.60 -0.82 4.99  -0.07
C -1.31 0.04 4.16  -0.06
C -0.77 0.42 2.94  -0.05
C 2.97 0.62 1.18  -0.27
C 3.47 1.87 1.54  -0.05
C 4.83 2.05 1.70  -0.06
C 5.70 0.98 1.49  -0.06
C 5.20 -0.26 1.11  -0.07
C 3.84 -0.44 0.96  -0.09
H 1.26 -1.79 0.19  0.07
H 1.49 -0.61 -1.13  0.09
H -3.16 -1.02 1.05  0.11
H -4.25 -2.87 2.30  0.11
H -3.23 -5.12 2.31  0.11
H -1.13 -5.53 1.09  0.11
H -0.05 -3.71 -0.17  0.10
H -2.62 0.11 -2.63  0.12
H -2.90 -0.48 -5.03  0.11
H -1.49 -2.22 -6.05  0.11
H 0.19 -3.42 -4.69  0.11
H 0.48 -2.83 -2.31  0.10
H 2.16 -1.30 3.09  0.10
H 1.19 -1.97 5.27  0.11
H -1.02 -1.10 5.95  0.11
H -2.27 0.42 4.46  0.11
H -1.29 1.11 2.29  0.11
H 2.78 2.69 1.68  0.12
H 5.23 3.02 1.98  0.11
H 6.77 1.12 1.61  0.11
H 5.88 -1.09 0.94  0.11
H 3.46 -1.42 0.67  0.10
Cl -4.42 4.13 0.56  0.59
C -2.87 4.98 0.43  -1.00
Cl -2.15 5.23 2.03  0.59
C -1.88 4.16 -0.44  -0.70
O -1.41 4.69 -1.43  0.08
O -1.67 2.98 0.01  -0.06
H -3.05 5.95 -0.01  0.06
N -0.04 1.94 -1.95  0.23
C 0.30 2.41 -2.96  -0.09
C 0.71 2.95 -4.14  -0.27
C 1.05 4.33 -4.25  -0.23
N 1.35 5.43 -4.37  0.13
C 0.79 2.13 -5.29  -0.25
N 0.85 1.46 -6.23  0.12

(3)
Molecular formula: C21H25N3O2
Method: DFT, the ωB97M-V functional and the def2-TZVPD basis

Summary:
energy relative to the best compared isomer or geometry (same formula, charge and spin)	523.1	kcal per mole

Last column: Löwdin charge in e.
Positions of all 51 atoms, in Å:
C -1.39 -0.26 1.54  -0.01
C -1.80 1.01 1.67  -0.01
C -2.58 1.65 0.65  -0.30
C -2.97 0.82 -0.52  0.03
C -2.51 -0.59 -0.86  0.14
C -1.77 -1.05 0.34  -0.06
C -1.25 -2.42 0.26  -0.36
C 0.08 -2.80 0.22  -0.10
C -0.03 -4.12 -0.20  -0.25
N -1.14 -4.47 -0.60  0.09
N -1.93 -3.10 -0.46  0.09
H -2.94 -3.18 -0.88  0.22
H 0.81 -5.08 -0.21  0.19
C 1.33 -2.06 0.96  -0.07
N 1.45 -0.81 0.30  -0.08
C 1.53 -0.82 -0.89  -0.36
C 2.05 0.37 -1.62  -0.13
C 1.30 1.71 -0.99  -0.06
C 2.11 2.42 0.12  -0.26
C 3.48 2.53 0.10  -0.16
C 4.06 1.12 -0.47  -0.26
C 3.71 0.19 0.88  -0.12
H 4.14 -0.78 0.44  0.15
H 4.39 0.41 1.76  0.15
C 2.37 0.19 0.97  -0.44
H 2.49 -0.42 2.20  0.21
C 1.79 1.24 1.40  -0.14
H 0.75 1.47 1.56  0.09
H 2.16 1.85 2.38  0.18
C 3.56 0.66 -1.66  -0.19
H 4.00 -0.12 -2.11  0.08
H 3.74 1.44 -2.59  0.19
H 5.22 1.26 -0.47  0.17
H 3.68 3.07 -0.84  0.13
H 3.93 2.80 0.90  0.06
H 1.60 3.50 0.44  0.19
H 0.32 1.53 -1.02  0.06
H 1.34 2.58 -1.57  0.08
H 1.65 0.49 -2.69  0.17
H 2.20 -1.44 -1.24  0.10
H 0.70 -1.15 -1.25  0.09
H 2.05 -2.71 0.92  0.06
H 1.11 -2.16 2.04  0.13
H -2.79 -1.07 -1.60  0.01
O -3.93 1.68 -1.37  0.00
C -3.87 2.76 -0.62  -0.26
O -3.27 2.67 0.67  0.09
H -3.51 3.52 -1.17  0.09
H -5.08 3.07 -0.54  0.19
H -1.88 1.63 2.62  0.15
H -0.80 -0.66 2.16  0.04

(4)
Molecular formula: C48H105N5O18P
Method: DFT, the ωB97M-V functional and the def2-TZVPD basis

Summary:
multiplicity	2
total energy	-105051.795	eV
charge	+2
<S²>	0.76

Last column: Löwdin charge in e.
Positions of all 177 atoms, in Å:
C 1.91 -1.67 -0.70  0.05
C 1.12 -0.39 -0.66  -0.37
O 0.05 -0.31 -1.16  0.11
N 1.58 0.69 0.35  0.11
H 2.59 0.58 0.35  0.08
H 1.44 1.60 -0.06  0.10
C 1.07 0.54 1.77  0.02
H 2.99 -1.66 -0.56  0.08
H 1.61 -2.06 -1.68  0.08
H 1.37 -2.25 0.05  0.10
H 0.00 0.73 1.72  0.07
H 1.62 1.28 2.36  0.09
H 1.34 -0.42 2.21  0.08
C -6.01 1.79 2.81  0.04
C -4.61 1.32 3.15  -0.39
O -3.80 2.07 3.65  0.16
N -4.25 -0.08 2.89  0.11
H -5.01 -0.69 3.17  0.17
H -4.08 -0.23 1.91  0.18
C -3.15 -0.68 3.78  0.05
H -6.74 1.44 3.54  0.11
H -6.10 1.39 1.80  0.09
H -6.07 2.87 2.64  0.11
H -2.17 -0.41 3.40  0.09
H -3.38 -1.74 3.86  0.11
H -3.16 -0.22 4.77  0.10
C 9.18 -1.69 -2.66  0.02
C 7.94 -2.24 -1.93  -0.29
O 7.77 -3.41 -1.61  0.16
N 6.71 -1.26 -1.88  0.10
H 6.57 -0.96 -0.93  0.08
H 6.93 -0.44 -2.42  0.16
C 5.45 -1.82 -2.50  0.00
H 9.65 -0.82 -2.19  0.09
H 9.05 -1.55 -3.73  0.10
H 9.88 -2.51 -2.51  0.09
H 5.28 -2.88 -2.31  0.07
H 5.56 -1.83 -3.59  0.10
H 4.56 -1.24 -2.25  0.08
C -4.74 -5.12 2.97  -0.09
C -5.38 -4.38 1.77  -0.22
C -4.54 -4.69 0.48  -0.18
C -3.09 -4.27 0.49  -0.13
N -2.40 -4.82 -0.75  -0.22
C -3.00 -4.22 -2.13  -0.06
C -1.80 -4.00 -3.06  -0.14
C -0.53 -4.33 -2.19  -0.12
C -0.94 -4.24 -0.69  -0.08
C -2.34 -6.37 -0.86  0.07
H -5.19 -5.05 3.96  0.08
H -3.77 -4.67 3.17  0.06
H -4.53 -6.16 2.73  0.09
H -5.32 -3.29 1.85  0.07
H -6.42 -4.69 1.71  0.11
H -5.18 -4.36 -0.34  0.12
H -4.56 -5.78 0.52  0.10
H -2.39 -4.60 1.26  0.12
H -2.87 -3.22 0.33  0.12
H -3.67 -5.03 -2.40  0.11
H -3.63 -3.34 -2.24  0.12
H -1.80 -4.54 -4.01  0.12
H -1.71 -2.99 -3.46  0.10
H -0.13 -5.30 -2.46  0.12
H 0.25 -3.58 -2.35  0.10
H -0.33 -4.75 0.05  0.12
H -1.00 -3.19 -0.38  0.11
H -3.35 -6.78 -0.75  0.09
H -1.63 -6.66 -0.09  0.12
H -2.07 -6.63 -1.88  0.11
C 4.00 -0.64 4.40  -0.06
C 3.61 -1.30 5.79  -0.21
C 2.78 -0.39 6.73  -0.23
C 1.37 -0.30 6.39  -0.12
N 0.45 0.55 7.36  -0.17
C -1.00 0.66 6.64  -0.07
C -0.95 1.95 5.88  -0.17
C -0.04 2.85 6.69  -0.15
C 0.93 1.98 7.41  -0.10
C 0.27 -0.13 8.74  0.05
H 4.58 -1.34 3.79  0.09
H 4.72 0.11 4.73  0.07
H 3.11 -0.12 4.04  0.05
H 4.59 -1.51 6.22  0.11
H 2.99 -2.18 5.61  0.11
H 3.32 0.55 6.70  0.11
H 2.92 -0.85 7.71  0.12
H 1.04 -1.34 6.40  0.14
H 1.27 -0.01 5.34  0.12
H -1.77 0.77 7.41  0.13
H -1.26 -0.24 6.09  0.11
H -1.88 2.44 5.57  0.12
H -0.45 1.68 4.95  0.11
H -0.60 3.43 7.42  0.13
H 0.51 3.51 6.03  0.13
H 0.89 2.26 8.47  0.13
H 1.94 2.09 7.04  0.13
H -0.20 -1.10 8.64  0.11
H -0.24 0.59 9.38  0.10
H 1.29 -0.22 9.13  0.10
C 0.70 4.73 -8.35  -0.10
C 0.42 4.18 -7.01  -0.31
C -0.54 4.96 -6.12  -0.22
C -0.44 4.60 -4.64  -0.26
P -1.59 3.47 -3.80  1.07
C -3.32 4.08 -4.16  -0.26
C -4.19 3.19 -4.99  -0.26
C -4.61 1.95 -4.19  -0.26
C -4.54 0.62 -4.92  -0.10
C -1.38 1.75 -4.30  -0.24
C 0.17 1.33 -4.37  -0.20
C 0.48 0.03 -5.16  -0.23
C 0.24 0.08 -6.70  -0.08
C -1.06 3.63 -2.04  -0.22
C -1.98 3.01 -0.92  -0.22
C -1.91 3.67 0.47  -0.22
C -0.73 3.42 1.48  -0.07
H -0.31 4.86 -8.73  0.08
H 1.12 3.98 -9.02  0.09
H 1.26 5.66 -8.44  0.09
H 1.42 4.03 -6.63  0.12
H -0.06 3.21 -7.00  0.10
H -1.54 4.67 -6.45  0.10
H -0.48 6.02 -6.35  0.12
H -0.53 5.60 -4.20  0.11
H 0.55 4.28 -4.34  0.08
H -3.29 5.10 -4.54  0.11
H -3.86 4.15 -3.21  0.09
H -3.76 3.00 -5.97  0.11
H -5.01 3.78 -5.40  0.12
H -5.64 2.10 -3.87  0.11
H -4.01 1.78 -3.30  0.08
H -4.95 0.63 -5.93  0.09
H -5.17 -0.12 -4.42  0.07
H -3.50 0.31 -4.83  0.05
H -1.84 1.45 -5.24  0.08
H -1.87 1.15 -3.54  0.08
H 0.51 1.33 -3.34  0.08
H 0.74 2.06 -4.94  0.08
H -0.07 -0.83 -4.78  0.09
H 1.51 -0.29 -4.98  0.11
H 0.69 -0.82 -7.11  0.08
H 0.80 0.89 -7.18  0.07
H -0.83 0.21 -6.89  0.06
H -1.02 4.70 -1.86  0.11
H -0.13 3.07 -1.89  0.07
H -1.70 1.97 -0.78  0.09
H -3.03 3.13 -1.17  0.09
H -2.82 3.54 1.06  0.08
H -1.93 4.75 0.34  0.10
H -0.79 2.66 2.26  0.05
H -0.26 4.28 1.95  0.07
H 0.11 2.96 0.96  0.04
O 2.21 3.12 -1.06  0.18
C 2.91 3.51 -2.02  -0.87
O 3.73 4.35 -1.85  0.32
O 2.81 3.09 -3.17  0.20
H 2.71 3.39 -0.28  0.10
O 3.92 4.88 2.47  0.14
C 3.07 3.91 2.23  -0.89
O 3.26 3.01 1.46  0.02
O 2.10 4.11 2.97  -0.01
H 3.18 5.05 3.06  0.03
O -0.40 -3.41 2.19  0.03
C -0.33 -2.87 3.45  -0.80
O -0.43 -3.71 4.43  -0.09
O -0.21 -1.66 3.67  -0.06
H -0.46 -4.35 2.38  0.09
O 5.64 1.39 1.94  0.11
C 5.51 0.44 0.99  -0.83
O 4.36 0.15 0.57  -0.06
O 6.46 -0.24 0.68  0.01
H 4.76 1.77 1.88  0.05
O 3.19 -6.34 -2.47  0.08
C 2.97 -5.14 -1.90  -0.84
O 3.29 -4.00 -2.30  -0.06
O 2.28 -5.22 -0.85  -0.09
H 2.70 -6.76 -1.75  0.08

(5)
Molecular formula: C53H40BrClN9O7PSTi
Method: DFT, the ωB97M-V functional and the def2-TZVPD basis

Summary:
multiplicity	2
energy relative to the best compared isomer or geometry (same formula, charge and spin)	7.7	kcal per mole
charge	-1
<S²>	0.77

Last column: Löwdin charge in e.
Positions of all 114 atoms, in Å:
Ti -0.89 -0.46 -0.40  1.03
N -0.41 -1.64 -4.90  0.06
C -0.02 -1.83 -3.58  -0.93
S -0.22 -3.41 -2.92  0.57
N 0.48 -0.77 -3.03  0.00
N 0.68 -0.84 -1.67  -0.05
C 1.92 -0.71 -1.25  -0.19
C 3.06 -0.62 -2.19  -0.16
C 3.90 0.48 -2.16  -0.03
C 4.98 0.57 -3.04  -0.08
C 5.22 -0.45 -3.94  -0.10
C 4.38 -1.56 -3.97  -0.07
C 3.30 -1.65 -3.10  -0.04
C 2.09 -0.71 0.18  -0.23
C 3.34 -0.68 0.82  -0.01
C 3.39 -0.70 2.19  -0.07
C 2.21 -0.77 2.92  -0.06
C 1.02 -0.82 2.22  -0.13
N 0.95 -0.79 0.89  0.04
H -0.45 -2.47 -5.46  0.05
H -0.03 -0.81 -5.33  0.08
H 3.70 1.30 -1.48  0.11
H 5.61 1.45 -3.03  0.10
H 6.05 -0.39 -4.63  0.10
H 4.56 -2.36 -4.68  0.10
H 2.63 -2.50 -3.13  0.09
H 4.24 -0.65 0.22  0.12
H 4.35 -0.68 2.70  0.11
H 2.20 -0.79 4.00  0.10
H 0.06 -0.85 2.72  0.09
O -4.03 -5.76 0.80  0.10
C -2.80 -6.14 1.11  -0.52
O -2.58 -7.20 1.65  0.05
C -1.70 -5.18 0.83  -0.04
C -0.37 -5.40 1.09  -0.58
Cl 0.44 -6.80 1.63  0.80
N 0.32 -4.28 0.80  -0.06
N -0.50 -3.32 0.35  0.15
C -1.71 -3.85 0.33  -0.16
C -2.81 -2.99 -0.22  -0.55
O -3.96 -3.46 -0.26  0.05
O -2.49 -1.82 -0.56  -0.10
C 1.74 -4.11 0.73  -0.21
C 2.51 -4.24 1.87  -0.05
C 3.89 -4.16 1.77  -0.09
C 4.48 -3.94 0.53  -0.09
C 3.69 -3.79 -0.60  -0.07
C 2.31 -3.88 -0.52  -0.02
H -4.04 -4.84 0.35  0.05
H 2.03 -4.41 2.83  0.11
H 4.50 -4.27 2.66  0.10
H 5.56 -3.88 0.45  0.10
H 4.15 -3.59 -1.56  0.10
H 1.66 -3.75 -1.38  0.02
N -0.43 1.35 0.10  -0.29
P -0.60 2.59 0.99  0.78
C -1.79 2.47 2.38  -0.27
C -1.42 1.76 3.52  -0.11
C -2.33 1.53 4.53  -0.09
C -3.64 2.00 4.42  -0.10
C -4.01 2.71 3.29  -0.09
C -3.09 2.95 2.28  -0.07
C -1.13 4.05 0.06  -0.27
C -2.11 3.84 -0.91  -0.09
C -2.54 4.88 -1.72  -0.06
C -2.00 6.15 -1.56  -0.09
C -1.03 6.37 -0.60  -0.09
C -0.60 5.33 0.21  -0.07
C 0.95 3.09 1.82  -0.28
C 2.13 2.67 1.24  -0.07
C 3.36 3.02 1.79  -0.08
C 3.40 3.80 2.94  -0.09
C 2.22 4.23 3.53  -0.09
C 1.00 3.88 2.97  -0.10
H -0.41 1.37 3.61  0.10
H -2.03 0.97 5.41  0.10
H -4.36 1.81 5.21  0.10
H -5.02 3.09 3.20  0.10
H -3.39 3.51 1.40  0.10
H -2.52 2.85 -1.05  0.09
H -3.29 4.68 -2.48  0.11
H -2.33 6.96 -2.20  0.10
H -0.60 7.36 -0.48  0.10
H 0.18 5.51 0.95  0.10
H 2.08 2.05 0.35  0.09
H 4.28 2.68 1.33  0.10
H 4.35 4.08 3.37  0.10
H 2.25 4.84 4.42  0.10
H 0.08 4.21 3.44  0.11
O -1.83 -0.37 1.57  -0.22
N -2.92 -1.02 1.93  -0.16
C -4.10 -0.64 1.41  0.01
C -5.25 -1.31 1.77  -0.02
C -5.18 -2.37 2.65  -0.05
C -3.96 -2.74 3.17  -0.03
C -2.83 -2.05 2.79  0.00
H -4.03 0.16 0.70  0.16
H -6.18 -1.00 1.31  0.12
H -6.08 -2.92 2.91  0.11
H -3.85 -3.58 3.85  0.12
H -1.82 -2.27 3.11  0.14
Br -0.67 2.92 -7.55  0.69
C -0.43 2.56 -5.70  -0.67
C 0.76 2.91 -5.09  -0.21
N 0.99 2.69 -3.80  0.09
C 0.04 2.08 -3.09  -0.10
C -1.19 1.71 -3.63  -0.12
C -1.44 1.98 -4.96  -0.06
C -2.28 1.09 -2.79  -0.58
O -3.44 1.41 -3.00  0.06
O -1.90 0.28 -1.86  -0.15
H 1.55 3.38 -5.66  0.09
H 0.24 1.88 -2.04  0.08
H -2.40 1.72 -5.39  0.12

(6)
Molecular formula: CH7N4O
Method: DFT, the ωB97M-V functional and the def2-TZVPD basis

Summary:
SMILES	N[NH2+]/N=C(/N)O
energy relative to the best compared isomer or geometry (same formula, charge and spin)	25.0	kcal per mole
charge	+1

Last column: Löwdin charge in e.
Positions of all 13 atoms, in Å:
C -1.16 0.08 -0.12  -0.41
N 0.16 -0.43 0.02  0.06
N -2.08 -0.90 0.11  0.18
N 2.42 -0.41 0.02  0.07
N 1.31 0.44 0.09  -0.11
O -1.49 1.36 -0.20  0.14
H -1.77 -1.82 0.44  0.15
H -2.95 -0.70 -0.31  0.11
H 2.24 -1.29 0.44  0.10
H 2.95 -0.39 -0.81  0.09
H 1.46 1.40 -0.49  0.26
H 1.33 0.96 1.04  0.21
H -2.41 1.69 -0.22  0.16

(7)
Molecular formula: C4H5N2
Method: DFT, the ωB97M-V functional and the def2-TZVPD basis

Summary:
energy relative to the best compared isomer or geometry (same formula, charge and spin)	90.2	kcal per mole
charge	+1

Last column: Löwdin charge in e.
Positions of all 11 atoms, in Å:
C 1.72 0.80 -0.06  0.15
C 0.90 1.80 -0.41  0.07
C -0.31 1.01 -0.25  0.03
C -0.74 -1.54 0.37  0.10
N 1.46 -0.40 0.14  0.19
N 0.05 -0.28 0.00  -0.08
H 1.08 2.82 -0.68  0.13
H -1.37 1.17 -0.43  0.16
H -0.15 -2.26 0.82  0.08
H -1.53 -1.25 1.03  0.10
H -1.12 -1.88 -0.53  0.08